Entry 1:
{
  "formula": "C2H6N2O3",
  "method": "ωB97M-V/def2-TZVPD",
  "species": ["C", "C", "N", "N", "O", "O", "O", "H", "H", "H", "H", "H", "H"],
  "xyz": [[-1.80, -0.54, -0.30], [0.16, 0.62, 0.52], [-0.54, 0.09, -0.62], [2.38, -0.15, 0.03], [1.98, -1.21, 0.37], [3.43, 0.18, -0.38], [1.49, 0.94, 0.16], [-1.61, -1.38, 0.37], [-2.52, 0.14, 0.18], [-2.24, -0.92, -1.22], [-0.23, 1.57, 0.92], [0.16, -0.14, 1.31], [-0.66, 0.81, -1.33]],
  "lowdin_charge": [-0.124, -0.253, -0.099, -0.429, 0.127, 0.142, 0.009, 0.083, 0.079, 0.080, 0.141, 0.128, 0.117],
  "homo_ev": -9.62
}

***

Entry 2:
{
  "formula": "C24H35F6N4O7PS2W",
  "method": "ωB97M-V/def2-TZVPD",
  "species": ["W", "C", "C", "O", "C", "C", "C", "C", "C", "C", "O", "H", "H", "H", "H", "H", "H", "H", "F", "C", "F", "F", "S", "O", "O", "N", "S", "O", "O", "C", "F", "F", "F", "C", "C", "C", "P", "C", "C", "C", "C", "C", "C", "H", "H", "H", "H", "H", "H", "H", "H", "H", "H", "H", "H", "H", "H", "H", "H", "H", "H", "H", "H", "H", "C", "N", "C", "C", "C", "N", "C", "O", "N", "H", "H", "H", "H", "H", "H", "H"],
  "xyz": [[-0.04, -0.03, -0.19], [-0.27, 0.26, 4.09], [-0.52, -0.34, 2.75], [-0.01, 0.26, 1.77], [-1.33, -1.53, 2.58], [-1.72, -2.27, 3.71], [-2.42, -3.45, 3.57], [-2.76, -3.89, 2.29], [-2.42, -3.16, 1.16], [-1.71, -1.98, 1.31], [-1.40, -1.28, 0.18], [0.33, 1.16, 3.98], [0.27, -0.45, 4.73], [-1.21, 0.50, 4.58], [-1.44, -1.93, 4.70], [-2.70, -4.02, 4.44], [-3.31, -4.81, 2.17], [-2.70, -3.50, 0.18], [2.21, -2.46, -3.36], [2.19, -2.89, -2.10], [2.83, -4.02, -1.98], [0.91, -3.06, -1.73], [3.01, -1.61, -1.04], [1.98, -0.56, -0.81], [4.11, -1.16, -1.82], [3.41, -2.37, 0.25], [2.37, -2.51, 1.45], [2.46, -3.75, 2.13], [1.05, -2.06, 1.02], [3.01, -1.25, 2.63], [2.38, -1.43, 3.79], [2.76, -0.02, 2.19], [4.30, -1.42, 2.79], [-3.12, 4.06, -1.12], [-2.05, 3.00, -1.41], [-2.59, 2.09, -2.53], [-1.46, 2.09, 0.08], [-2.86, 1.69, 1.20], [-3.48, 2.86, 1.97], [-3.94, 0.86, 0.49], [-0.34, 3.22, 1.04], [-0.75, 4.70, 0.99], [1.14, 3.11, 0.66], [-3.25, 4.65, -2.03], [-2.86, 4.75, -0.33], [-4.08, 3.60, -0.90], [-1.14, 3.49, -1.77], [-3.46, 1.52, -2.20], [-1.85, 1.40, -2.91], [-2.91, 2.72, -3.36], [-2.39, 1.05, 1.95], [-4.02, 3.54, 1.32], [-2.75, 3.43, 2.54], [-4.20, 2.45, 2.69], [-4.58, 1.51, -0.11], [-4.58, 0.38, 1.23], [-3.54, 0.09, -0.16], [-0.46, 2.86, 2.07], [-0.66, 5.10, -0.02], [-0.06, 5.26, 1.62], [-1.75, 4.89, 1.35], [1.33, 3.50, -0.34], [1.54, 2.09, 0.71], [1.72, 3.70, 1.37], [2.03, 1.61, -4.28], [0.98, 0.63, -3.94], [0.48, -0.25, -4.87], [-0.44, -1.17, -4.57], [-0.88, -1.27, -3.21], [-0.35, -0.43, -2.31], [0.49, 0.55, -2.68], [0.78, 1.36, -1.77], [-1.80, -2.14, -2.82], [1.86, 1.98, -5.29], [3.01, 1.13, -4.21], [1.98, 2.44, -3.57], [0.89, -0.15, -5.86], [-0.82, -1.84, -5.32], [-2.13, -2.85, -3.45], [-1.98, -2.24, -1.83]],
  "lowdin_charge": [1.720, 0.036, -0.322, -0.211, -0.106, 0.027, -0.022, -0.003, 0.023, -0.274, -0.267, 0.104, 0.104, 0.117, 0.128, 0.126, 0.129, 0.124, 0.153, -0.667, 0.203, 0.129, 0.670, -0.438, -0.196, -0.249, 0.661, -0.193, -0.361, -0.676, 0.154, 0.141, 0.199, -0.086, -0.487, -0.083, 1.066, -0.502, -0.074, -0.089, -0.500, -0.093, -0.101, 0.100, 0.055, 0.078, 0.112, 0.078, 0.043, 0.098, 0.081, 0.074, 0.074, 0.098, 0.078, 0.097, 0.058, 0.102, 0.088, 0.099, 0.061, 0.085, 0.042, 0.100, 0.061, 0.009, 0.011, 0.043, -0.333, 0.032, -0.538, -0.101, 0.240, 0.109, 0.116, 0.101, 0.158, 0.137, 0.144, 0.099],
  "s_squared": 2.01,
  "total_charge": 2,
  "multiplicity": 3,
  "homo_ev": [-14.10, -14.93]
}

***

Entry 3:
{
  "formula": "C5H10FNSi",
  "method": "ωB97M-V/def2-TZVPD",
  "species": ["C", "C", "C", "C", "C", "N", "F", "Si", "H", "H", "H", "H", "H", "H", "H", "H", "H", "H"],
  "xyz": [[-1.66, -2.77, -0.76], [-0.45, -0.04, -1.81], [1.18, 2.62, 1.14], [-1.18, -1.65, 0.09], [-0.06, -0.95, -0.70], [-1.93, -3.48, -1.65], [2.51, 0.22, 1.94], [1.08, 0.76, 1.46], [-0.95, -0.59, -2.59], [0.56, 0.19, -2.21], [-0.85, 0.82, -1.38], [1.00, 2.98, 0.08], [0.49, 3.13, 1.74], [2.12, 2.96, 1.67], [-0.74, -2.11, 1.05], [-1.98, -1.00, 0.35], [0.76, -1.52, -0.97], [0.10, 0.45, 2.57]],
  "lowdin_charge": [-0.227, -0.141, -0.247, -0.231, -0.239, 0.132, -0.232, 0.677, 0.079, 0.083, 0.044, 0.044, -0.020, 0.050, 0.129, 0.091, 0.054, -0.045],
  "homo_ev": [-8.17, -8.17]
}

***

Entry 4:
{
  "formula": "C29H31MoN7S",
  "method": "ωB97M-V/def2-TZVPD",
  "species": ["Mo", "C", "N", "C", "C", "C", "C", "C", "C", "C", "N", "C", "C", "C", "C", "C", "C", "N", "C", "C", "H", "H", "H", "H", "H", "H", "H", "H", "H", "H", "H", "H", "H", "H", "H", "H", "H", "H", "H", "H", "S", "C", "N", "N", "C", "C", "C", "C", "C", "C", "N", "N", "C", "C", "C", "C", "C", "C", "H", "H", "H", "H", "H", "H", "H", "H", "H", "H", "H"],
  "xyz": [[0.81, -0.29, 0.11], [0.63, -1.37, -2.77], [1.28, -0.21, -2.08], [0.77, 1.04, -2.70], [2.73, -0.37, -2.30], [3.29, -0.35, -3.57], [4.61, -0.74, -3.74], [5.33, -1.20, -2.64], [4.78, -1.20, -1.38], [3.48, -0.72, -1.18], [2.81, -0.58, 0.06], [3.52, -0.23, 1.23], [4.85, 0.18, 1.32], [5.41, 0.49, 2.55], [4.67, 0.42, 3.72], [3.32, 0.08, 3.64], [2.76, -0.21, 2.41], [1.32, -0.51, 2.27], [1.08, -1.88, 2.81], [0.50, 0.46, 3.04], [0.89, -1.37, -3.82], [-0.45, -1.29, -2.67], [0.98, -2.30, -2.32], [0.90, 1.01, -3.79], [1.31, 1.90, -2.31], [-0.29, 1.15, -2.49], [2.70, -0.06, -4.43], [5.06, -0.72, -4.72], [6.34, -1.56, -2.78], [5.34, -1.58, -0.54], [5.45, 0.28, 0.43], [6.45, 0.79, 2.59], [5.11, 0.64, 4.67], [2.73, 0.06, 4.54], [1.45, -1.94, 3.83], [1.62, -2.61, 2.20], [0.01, -2.10, 2.80], [0.66, 0.35, 4.11], [-0.56, 0.28, 2.84], [0.76, 1.48, 2.75], [-0.79, -1.95, 0.10], [-2.22, -1.00, -0.02], [-3.41, -1.68, -0.13], [-4.45, -0.99, -0.18], [-5.75, -1.51, -0.27], [-5.98, -2.89, -0.33], [-7.28, -3.33, -0.42], [-8.33, -2.42, -0.47], [-8.09, -1.05, -0.41], [-6.79, -0.59, -0.31], [-2.18, 0.31, 0.02], [-0.97, 0.79, 0.11], [-0.84, 2.20, 0.19], [-1.92, 3.08, 0.20], [-1.69, 4.44, 0.26], [-0.39, 4.94, 0.30], [0.69, 4.06, 0.29], [0.46, 2.69, 0.24], [-4.37, 0.03, -0.14], [-5.15, -3.58, -0.29], [-7.49, -4.39, -0.47], [-9.35, -2.78, -0.54], [-8.92, -0.35, -0.44], [-6.59, 0.48, -0.27], [-2.93, 2.69, 0.17], [-2.52, 5.12, 0.26], [-0.21, 6.00, 0.34], [1.70, 4.43, 0.33], [1.34, 2.05, 0.21]],
  "lowdin_charge": [1.440, -0.078, -0.302, -0.048, -0.215, -0.018, -0.044, -0.041, -0.016, -0.220, -0.100, -0.216, -0.009, -0.044, -0.046, -0.017, -0.218, -0.326, -0.071, -0.057, 0.100, 0.071, 0.093, 0.099, 0.097, 0.086, 0.120, 0.119, 0.121, 0.120, 0.108, 0.121, 0.119, 0.120, 0.105, 0.100, 0.064, 0.098, 0.087, 0.094, 0.777, -0.732, 0.123, 0.093, -0.205, 0.007, -0.035, -0.024, -0.040, 0.001, 0.028, -0.200, -0.287, -0.011, -0.041, -0.043, -0.049, -0.089, 0.168, 0.120, 0.123, 0.124, 0.123, 0.123, 0.103, 0.120, 0.121, 0.121, 0.083],
  "s_squared": 2.14,
  "total_charge": 2,
  "multiplicity": 3,
  "homo_ev": [-12.75, -13.01]
}

***

Entry 5:
{
  "formula": "C26H39F5GdN4O4S",
  "method": "ωB97M-V/def2-TZVPD",
  "species": ["Gd", "C", "C", "C", "C", "C", "C", "N", "C", "C", "N", "C", "C", "O", "O", "C", "C", "C", "C", "C", "C", "N", "C", "C", "N", "C", "C", "O", "O", "H", "H", "H", "H", "H", "H", "H", "H", "H", "H", "H", "H", "H", "H", "H", "H", "H", "H", "H", "H", "H", "H", "H", "H", "H", "H", "H", "H", "H", "H", "H", "H", "H", "H", "H", "H", "H", "H", "H", "F", "C", "C", "F", "C", "F", "C", "S", "C", "F", "C", "F"],
  "xyz": [[-1.19, -0.45, 0.23], [1.07, -1.62, -2.87], [1.96, -1.86, -1.68], [3.17, -0.91, -1.64], [3.22, 0.65, -1.62], [4.39, 1.06, -0.63], [3.42, 1.19, -3.06], [1.92, 1.23, -1.11], [1.86, 2.73, -0.90], [0.94, 3.15, 0.32], [-0.32, 2.48, 0.57], [-1.35, 2.89, -0.43], [-1.16, 2.11, -1.72], [-1.03, 2.62, -2.84], [-1.17, 0.79, -1.56], [-0.70, 2.78, 2.03], [-2.20, 2.62, 2.33], [0.17, 1.99, 3.04], [0.23, 0.42, 3.26], [1.28, 0.29, 4.41], [-1.15, -0.14, 3.71], [0.76, -0.23, 2.03], [1.08, -1.67, 2.08], [1.85, -2.13, 0.85], [1.11, -2.04, -0.44], [0.46, -3.34, -0.58], [-0.77, -3.61, 0.31], [-1.13, -4.75, 0.54], [-1.45, -2.55, 0.74], [1.68, -1.51, -3.82], [0.43, -0.71, -2.75], [0.36, -2.46, -2.95], [2.40, -2.86, -1.87], [3.74, -1.13, -2.53], [3.84, -1.27, -0.83], [5.30, 0.45, -0.90], [4.21, 0.88, 0.41], [4.64, 2.08, -0.86], [4.46, 1.07, -3.41], [3.26, 2.31, -3.05], [2.69, 0.75, -3.78], [1.66, 0.80, -0.20], [1.16, 0.96, -1.74], [1.49, 3.18, -1.84], [2.85, 3.07, -0.67], [0.78, 4.24, 0.11], [1.60, 3.08, 1.24], [-1.30, 3.97, -0.61], [-2.34, 2.69, -0.04], [-0.47, 3.86, 2.13], [-2.62, 1.64, 2.02], [-2.76, 3.37, 1.73], [-2.48, 2.87, 3.38], [-0.07, 2.45, 4.01], [1.22, 2.28, 2.84], [0.89, 0.89, 5.25], [2.24, 0.68, 4.13], [1.39, -0.72, 4.82], [-1.69, 0.55, 4.43], [-1.03, -1.11, 4.23], [-1.84, -0.25, 2.88], [1.59, 0.27, 1.67], [0.18, -2.28, 2.26], [1.79, -1.89, 2.92], [2.12, -3.17, 1.03], [2.79, -1.54, 0.77], [1.19, -4.18, -0.39], [0.07, -3.48, -1.61], [-6.02, -3.13, -4.27], [-5.52, -2.57, -3.15], [-4.18, -2.67, -2.87], [-3.27, -3.26, -3.68], [-3.75, -1.95, -1.78], [-2.34, -1.82, -1.60], [-4.62, -1.19, -0.91], [-3.98, -0.25, 0.42], [-5.99, -1.41, -1.10], [-6.83, -0.92, -0.17], [-6.43, -2.10, -2.22], [-7.76, -2.27, -2.43]],
  "lowdin_charge": [1.496, -0.033, -0.334, -0.095, -0.454, -0.004, -0.004, 0.105, -0.065, -0.155, -0.149, -0.085, -0.582, 0.072, -0.301, -0.309, -0.051, -0.101, -0.507, -0.033, -0.011, -0.094, -0.199, -0.150, -0.149, -0.128, -0.582, 0.100, -0.285, 0.117, 0.079, 0.074, 0.153, 0.129, 0.111, 0.118, 0.081, 0.074, 0.112, 0.100, 0.105, 0.135, 0.134, 0.139, 0.108, 0.148, 0.125, 0.141, 0.101, 0.153, 0.027, 0.094, 0.115, 0.130, 0.095, 0.097, 0.084, 0.088, 0.119, 0.111, 0.026, 0.112, 0.120, 0.139, 0.133, 0.119, 0.157, 0.128, 0.122, -0.133, -0.130, 0.113, -0.124, -0.069, -0.513, 0.620, -0.225, 0.090, -0.109, 0.116],
  "s_squared": 15.98,
  "total_charge": 1,
  "multiplicity": 8,
  "homo_ev": [-10.20, -10.26]
}

***

Entry 6:
{
  "formula": "CH2O3S2",
  "method": "ωB97M-V/def2-TZVPD",
  "species": ["C", "O", "O", "O", "S", "S", "H", "H"],
  "xyz": [[-0.61, 0.34, 0.30], [0.32, 1.05, 0.60], [2.71, 0.27, -0.79], [1.17, -1.51, -0.04], [-2.18, 1.04, -0.02], [2.10, -0.44, 0.26], [-0.69, -0.70, 0.12], [-2.82, -0.06, -0.44]],
  "lowdin_charge": [-0.685, -0.117, -0.395, -0.453, 0.860, 0.864, 0.045, -0.118],
  "homo_ev": -10.76
}

***

Entry 7:
{
  "formula": "C7H10BrClNO",
  "method": "ωB97M-V/def2-TZVPD",
  "species": ["C", "C", "C", "C", "C", "C", "C", "N", "O", "Cl", "Br", "H", "H", "H", "H", "H", "H", "H", "H", "H", "H"],
  "xyz": [[-1.57, 2.15, 0.03], [-0.16, 2.44, 0.09], [-2.00, 0.91, 0.33], [0.66, 1.39, -0.02], [-1.06, -0.15, 0.76], [0.11, -0.69, -1.37], [1.82, -2.05, 0.40], [0.20, -0.12, 0.02], [1.17, -0.87, 0.79], [2.36, 1.39, -0.06], [-3.80, 0.39, 0.08], [-2.27, 2.94, -0.13], [0.31, 3.48, -0.05], [-0.77, -0.14, 1.87], [-1.46, -1.28, 0.93], [-0.30, -1.70, -1.22], [-0.46, -0.03, -1.97], [1.16, -0.87, -1.69], [2.34, -2.27, 1.43], [2.52, -2.08, -0.39], [1.19, -2.85, 0.18]],
  "lowdin_charge": [-0.111, -0.043, -0.679, -0.566, -0.174, 0.066, -0.063, -0.250, -0.176, 0.834, 0.834, 0.115, 0.166, 0.180, 0.192, 0.122, 0.115, 0.116, 0.171, 0.080, 0.072],
  "total_charge": 1,
  "homo_ev": -12.77
}

***

Asked for M across the records above, the calculation gives 106.1, 884.5, 131.2, 605.6, 755.9, 126.2, 239.5 Da in order.
Asked for E across the records above, the calculation gives -11289.6876, -94826.3665, -17430.4769, -53682.4992, -86997.0583, -28881.3057, -93512.2775 eV in order.